[1]
DFT (the ωB97M-V functional and the def2-TZVPD basis) results for a 2-piece molecular cluster, C7H12Si2 overall in a non-equilibrium geometry.

```
21
Properties=species:S:1:pos:R:3:mulliken_charge:R:1
C 4.137 0.589 -1.627 -0.302
C 2.848 0.871 -2.104 -0.422
C 4.251 0.027 -0.419 -0.369
C 1.775 0.748 -1.335 -0.343
C 3.152 -0.055 0.408 -0.170
C 1.907 0.438 0.064 0.402
C -5.201 -0.131 1.719 -0.994
Si 0.351 0.163 1.161 0.072
Si -3.683 -0.663 0.563 0.526
H 5.053 0.695 -2.355 0.232
H 2.675 1.078 -3.151 0.325
H 5.198 -0.466 -0.098 0.298
H 0.751 0.836 -1.731 0.250
H 3.337 -0.519 1.487 0.118
H -5.408 1.009 1.838 0.268
H -6.168 -0.596 1.494 0.304
H -5.079 -0.588 2.702 0.297
H 0.325 -1.261 0.969 -0.060
H -2.394 -0.282 0.979 -0.221
H -3.794 0.178 -0.685 -0.116
H -4.033 -2.072 0.122 -0.096
```

Calculated values
- orbital gap (eV) = 7.36
- ΔE to the lowest compared entry with this formula, charge and spin (eV) = 2.3620
- total charge = 0

=====

[2]
DFT (the ωB97M-V functional and the def2-TZVPD basis) results for a 2-piece molecular cluster, C30H26O4S overall in a non-equilibrium geometry.

```
61
Properties=species:S:1:pos:R:3:mulliken_charge:R:1
C -3.217 -3.265 2.887 -1.337
C -2.339 -2.663 1.812 0.170
O -1.194 -2.002 2.414 -0.408
C -0.302 -1.526 1.486 0.820
C 0.765 -0.798 2.152 -0.562
S 2.280 -0.528 1.488 0.508
C 3.372 -1.916 1.973 0.108
C 3.518 -2.984 1.078 -0.352
C 4.442 -4.000 1.341 -0.490
C 5.203 -3.992 2.509 -0.420
C 5.029 -2.948 3.421 -0.454
C 4.115 -1.914 3.161 -0.387
O 2.951 0.614 2.170 -0.741
O -0.443 -1.712 0.277 -0.722
H -4.155 -3.584 2.434 0.395
H -2.767 -4.157 3.326 0.328
H -3.452 -2.561 3.687 0.310
H -1.974 -3.441 1.127 0.298
H -2.880 -1.894 1.238 0.004
H 0.698 -0.714 3.227 0.385
H 2.919 -3.012 0.167 0.376
H 4.573 -4.798 0.612 0.338
H 5.927 -4.787 2.698 0.355
H 5.629 -2.937 4.333 0.340
H 3.995 -1.099 3.878 0.358
C -3.432 -0.959 -6.034 -0.814
O -2.035 -0.878 -5.663 -0.426
C -1.714 -0.336 -4.457 0.890
C -0.331 -0.200 -4.185 -0.976
C 0.094 0.408 -3.023 -0.478
C -0.834 0.884 -2.071 0.343
C -0.398 1.642 -0.922 0.478
C -1.128 1.805 0.310 0.054
C -0.548 2.903 1.038 -0.087
C -1.180 3.424 2.158 -0.347
C -2.339 2.793 2.624 -0.711
C -2.870 1.676 1.958 -1.170
C -2.268 1.176 0.801 0.498
C 0.580 3.406 0.271 -0.010
C 0.670 2.622 -0.939 0.716
C 1.557 3.017 -1.941 -0.233
C 2.392 4.117 -1.716 -1.000
C 2.294 4.874 -0.533 -0.630
C 1.356 4.541 0.454 -0.517
C -2.216 0.703 -2.328 -0.568
C -2.660 0.085 -3.486 -0.782
H -3.416 -1.394 -7.034 0.249
H -3.988 -1.615 -5.347 0.329
H -3.897 0.039 -6.069 0.350
H 0.375 -0.555 -4.931 0.430
H 1.158 0.533 -2.844 0.700
H -0.773 4.310 2.647 0.424
H -2.832 3.163 3.523 0.399
H -3.783 1.210 2.331 0.434
H -2.693 0.331 0.267 0.533
H 1.572 2.511 -2.902 0.518
H 3.107 4.420 -2.485 0.391
H 2.950 5.731 -0.385 0.404
H 1.222 5.145 1.352 0.410
H -2.956 1.130 -1.651 0.591
H -3.729 -0.043 -3.678 0.388
```

Calculated values
- orbital gap (eV) = 3.18
- ΔE to the lowest compared entry with this formula, charge and spin (eV) = 1.9770
- total charge = 0

=====

[3]
DFT (the ωB97M-V functional and the def2-TZVPD basis) results for C20H27F24N8O18S8 as an isolated structure in a non-equilibrium geometry.

```
105
Properties=species:S:1:pos:R:3:mulliken_charge:R:1
C -3.135 -2.091 -3.093 -1.300
C -2.148 -0.846 -3.118 -0.326
N -1.798 -0.307 -1.837 0.519
C -1.488 -1.065 -0.733 -0.953
C -1.069 -0.169 0.221 -1.256
N -0.994 1.067 -0.358 0.680
C -1.384 0.934 -1.654 -0.489
C -0.350 2.228 0.229 -0.850
H -3.623 -2.200 -4.064 0.357
H -3.937 -1.869 -2.392 0.334
H -2.607 -3.001 -2.834 0.341
H -2.443 -0.114 -3.874 0.593
H -1.195 -1.122 -3.603 0.087
H -1.511 -2.138 -0.803 0.794
H -0.712 -0.440 1.193 1.039
H -1.541 1.661 -2.440 0.512
H -0.658 2.343 1.281 0.121
H -0.601 3.127 -0.351 0.359
H 0.737 2.081 0.166 0.321
C 4.542 -1.910 1.635 -0.901
C 4.156 -1.596 3.087 0.699
O 4.787 -0.977 3.929 -0.507
N 2.807 -2.131 3.500 0.473
H 2.295 -1.339 3.998 0.271
H 2.345 -2.241 2.609 0.274
C 2.910 -3.458 4.219 -0.683
H 5.426 -1.343 1.285 0.396
H 3.720 -1.602 0.930 0.119
H 4.736 -2.975 1.485 0.352
H 3.407 -3.354 5.174 0.359
H 3.490 -4.153 3.653 0.336
H 1.930 -3.836 4.390 0.201
C 1.687 1.422 5.754 -0.830
C 2.216 1.539 4.365 0.447
O 2.448 0.477 3.756 -0.595
N 2.245 2.720 3.757 -0.078
H -0.933 3.785 3.695 0.087
H 2.224 3.465 4.456 0.258
C 2.774 3.159 2.433 -0.907
H 1.580 0.333 5.935 0.034
H 0.739 1.984 5.911 0.237
H 2.399 1.780 6.540 0.384
H 2.791 2.302 1.768 0.348
H 3.694 3.715 2.580 0.349
H 2.103 3.952 2.000 0.220
C -2.956 -1.408 -6.709 0.653
F -1.618 -1.292 -6.745 -0.219
F -3.235 -2.638 -6.252 -0.249
F -3.387 -0.498 -5.785 -0.267
S -3.419 -1.195 -8.502 1.168
O -3.174 -2.456 -9.102 -0.687
O -4.772 -0.684 -8.435 -0.675
N -2.324 -0.272 -9.084 -0.458
S -2.350 1.338 -8.849 0.952
O -2.867 2.124 -9.926 -0.607
O -2.695 1.655 -7.488 -0.600
C -0.475 1.560 -8.875 0.643
F 0.010 0.994 -7.796 -0.173
F 0.021 0.996 -10.025 -0.243
F -0.079 2.914 -8.967 -0.247
C 1.527 -2.285 -3.382 0.532
F 2.250 -3.392 -3.528 -0.237
F 1.329 -1.625 -4.513 -0.166
F 0.351 -2.673 -2.856 -0.197
S 2.301 -1.121 -2.198 1.101
O 1.372 -0.003 -2.118 -0.536
O 2.425 -1.877 -0.961 -0.734
N 3.622 -0.931 -2.945 -0.557
S 4.004 0.334 -3.816 1.087
O 2.982 1.334 -4.030 -0.591
O 5.324 0.749 -3.379 -0.672
C 4.391 -0.397 -5.515 0.603
F 3.418 -0.826 -6.309 -0.171
F 5.137 0.550 -6.098 -0.210
F 5.233 -1.479 -5.287 -0.273
C -2.207 6.790 2.583 0.692
F -2.537 8.034 2.871 -0.199
F -3.244 6.191 1.891 -0.202
F -1.189 6.892 1.716 -0.218
S -1.547 5.890 4.110 1.087
O -0.093 5.937 4.079 -0.593
O -2.257 6.125 5.299 -0.550
N -1.846 4.248 3.694 -0.062
S -2.990 3.377 4.411 1.052
O -2.394 2.619 5.477 -0.562
O -4.177 4.123 4.629 -0.614
C -3.352 2.133 3.027 0.590
F -3.403 2.769 1.785 -0.221
F -2.413 1.203 2.984 -0.027
F -4.483 1.544 3.347 -0.190
C -1.413 -2.518 6.270 0.429
F -1.349 -1.418 7.178 -0.242
F -0.732 -3.528 6.770 -0.193
F -2.722 -2.802 6.184 -0.174
S -0.737 -1.964 4.616 0.953
O -1.723 -1.157 4.002 -0.630
O 0.562 -1.395 4.844 -0.684
N -0.505 -3.305 3.863 -0.193
S -1.601 -3.965 2.950 0.768
O -2.820 -4.315 3.652 -0.633
O -1.760 -3.485 1.569 -0.478
C -0.606 -5.515 2.782 0.593
F -0.216 -6.119 3.904 -0.254
F -1.200 -6.491 2.104 -0.224
F 0.545 -5.191 2.104 -0.218
```

Calculated values
- orbital gap (eV) = 8.07
- total charge = -1

=====

[4]
DFT (the ωB97M-V functional and the def2-TZVPD basis) results for C35H23N7O7SeY as an isolated structure in a non-equilibrium geometry.

```
74
Properties=species:S:1:pos:R:3:mulliken_charge:R:1
Y -0.460 -0.271 -0.884 -0.024
O -1.061 -1.415 0.870 0.845
C -2.056 -2.135 1.190 0.132
C -1.885 -3.221 2.105 -0.843
C -2.926 -3.992 2.531 -0.605
C -4.229 -3.741 2.081 -0.793
C -4.441 -2.735 1.175 -0.879
C -3.392 -1.923 0.704 0.966
C -3.704 -0.953 -0.284 -0.707
N -2.913 -0.097 -0.840 0.597
C -3.522 0.747 -1.848 -1.128
C -2.661 1.987 -2.109 -0.854
N -1.330 1.565 -2.468 0.052
C -0.755 2.158 -3.456 -0.356
C 0.525 1.847 -3.995 0.532
C 1.123 2.713 -4.925 -0.733
C 2.401 2.505 -5.381 -0.626
C 3.134 1.415 -4.892 -0.584
C 2.561 0.507 -4.048 -0.419
C 1.209 0.645 -3.597 0.536
O 0.644 -0.265 -2.920 -0.788
H -0.875 -3.406 2.441 0.390
H -2.753 -4.813 3.217 0.415
H -5.051 -4.349 2.430 0.369
H -5.442 -2.558 0.796 0.340
H -4.764 -0.955 -0.590 0.078
H -4.538 1.048 -1.541 0.495
H -3.607 0.181 -2.786 0.416
H -2.608 2.595 -1.196 0.175
H -3.132 2.598 -2.899 0.483
H -1.266 3.009 -3.939 0.160
H 0.563 3.579 -5.260 0.312
H 2.852 3.189 -6.088 0.360
H 4.166 1.296 -5.198 0.397
H 3.125 -0.338 -3.679 0.379
O 4.692 -3.892 -1.586 -0.573
C 3.568 -3.161 -1.355 0.815
C 2.295 -3.697 -1.512 -0.629
C 1.191 -2.894 -1.262 -0.706
N 1.324 -1.645 -0.840 2.712
C 2.533 -1.101 -0.731 0.037
C 3.688 -1.825 -0.979 -1.000
C 2.545 0.405 -0.372 0.589
O 3.612 0.888 -0.002 -0.791
O 1.434 1.001 -0.482 -0.826
C -0.263 -3.345 -1.584 0.179
O -0.451 -4.547 -1.735 -0.814
O -1.080 -2.396 -1.713 -0.527
H 4.435 -4.777 -1.874 0.310
H 2.139 -4.714 -1.842 0.444
H 4.658 -1.363 -0.898 0.619
Se 1.606 4.125 6.424 0.219
N 2.425 2.876 5.476 -0.895
C 1.619 2.471 4.515 0.975
C 1.897 1.396 3.608 0.185
C 3.094 0.674 3.660 -0.794
C 3.208 -0.461 2.891 -1.226
C 2.110 -0.847 2.119 -0.198
N 1.032 -0.113 1.965 0.578
C 0.912 1.007 2.672 -0.262
C -0.316 1.777 2.527 -0.342
N -1.171 1.456 1.552 0.369
C -2.332 2.079 1.517 -0.251
C -2.716 3.093 2.395 -1.331
C -1.834 3.466 3.381 -0.718
C -0.611 2.798 3.462 0.238
C 0.343 3.126 4.481 1.116
N 0.152 4.031 5.421 -0.904
H 3.879 0.999 4.328 0.495
H 4.110 -1.054 2.890 0.459
H 2.097 -1.805 1.616 0.770
H -3.021 1.737 0.760 0.615
H -3.678 3.574 2.290 0.459
H -2.057 4.242 4.098 0.512
```

Calculated values
- orbital gap (eV) = 6.05
- ΔE to the lowest compared entry with this formula, charge and spin (eV) = 1.2745
- total charge = -1

=====

[5]
DFT (the ωB97M-V functional and the def2-TZVPD basis) results for a 2-piece molecular cluster, C5H11O3 overall in a non-equilibrium geometry.

```
19
Properties=species:S:1:pos:R:3:mulliken_charge:R:1
C 2.058 -0.878 0.718 -0.287
C 2.556 0.130 -0.357 -1.018
O 1.485 -0.204 1.788 -0.610
H 1.275 -1.483 0.239 0.278
H 2.912 -1.465 1.064 0.286
H 1.858 0.966 -0.388 0.265
H 0.499 -0.362 1.896 0.515
H 2.700 -0.309 -1.342 0.284
H 3.485 0.561 0.034 0.343
C -1.360 0.433 -0.253 0.182
C -2.276 0.694 -1.432 -1.217
C -1.894 -0.412 0.899 0.489
O -3.103 -0.702 0.894 -0.750
O -1.048 -0.713 1.797 -0.814
H -0.382 0.093 -0.610 -0.085
H -1.070 1.391 0.209 0.199
H -2.345 -0.177 -2.086 0.270
H -2.061 1.581 -2.030 0.369
H -3.286 0.857 -1.041 0.303
```

Calculated values
- orbital gap (eV) = 8.48
- ΔE to the lowest compared entry with this formula, charge and spin (eV) = 0.4616
- total charge = -1

=====

[6]
DFT (the ωB97M-V functional and the def2-TZVPD basis) results for a 2-piece molecular cluster, C4H7N7O overall in a non-equilibrium geometry.

```
19
Properties=species:S:1:pos:R:3:mulliken_charge:R:1
N -0.718 -1.586 0.073 -0.407
C -1.662 -0.788 -0.593 0.146
C -1.493 0.479 -1.081 -0.327
N -2.654 0.743 -1.731 0.257
N -3.513 -0.261 -1.618 -0.603
N -2.941 -1.180 -0.884 -0.256
H -0.887 -2.582 -0.094 0.280
H -0.689 -1.390 1.072 0.235
H -0.710 1.198 -0.927 0.462
H -2.901 1.591 -2.254 0.234
N 0.811 0.963 2.040 -0.430
C 1.626 0.560 0.988 0.492
N 2.695 -0.249 1.253 -0.553
C 3.226 -0.389 0.093 0.131
O 2.590 0.258 -0.881 -0.214
N 1.522 0.961 -0.243 -0.333
H 0.440 1.912 2.010 0.259
H 1.142 0.727 2.959 0.242
H 4.114 -0.967 -0.181 0.383
```

Calculated values
- orbital gap (eV) = 9.51
- ΔE to the lowest compared entry with this formula, charge and spin (eV) = 0.0000
- total charge = 0

=====

[7]
DFT (the ωB97M-V functional and the def2-TZVPD basis) results for C4H9NO as an isolated structure.

```
15
Properties=species:S:1:pos:R:3:mulliken_charge:R:1
C 1.919 0.722 0.582 -0.785
C 0.343 -0.104 -1.144 -0.942
N -0.727 -0.091 -0.274 0.191
C -1.645 -1.215 -0.175 -0.917
C -0.698 0.851 0.667 0.097
O 0.286 1.654 0.643 -0.505
H 2.568 0.975 -0.251 0.301
H 1.962 -0.330 0.845 0.311
H 2.117 1.356 1.441 0.295
H 0.337 -0.956 -1.818 0.356
H 0.583 0.860 -1.575 0.335
H -1.080 -2.135 -0.003 0.350
H -2.228 -1.316 -1.094 0.323
H -2.324 -1.054 0.667 0.283
H -1.415 0.783 1.489 0.306
```

Calculated values
- orbital gap (eV) = 7.72
- ΔE to the lowest compared entry with this formula, charge and spin (eV) = 5.0917
- total charge = 0

=====

[8]
DFT (the ωB97M-V functional and the def2-TZVPD basis) results for C26H42IrN4O5Si as an isolated structure in a non-equilibrium geometry.

```
79
Properties=species:S:1:pos:R:3:mulliken_charge:R:1
Ir -0.733 0.279 -0.071 1.592
C 1.924 -4.148 -0.022 -1.055
N 1.763 -3.347 1.178 0.541
C 2.208 -3.920 2.430 -1.053
C 1.292 -2.107 1.066 0.924
O 1.015 -1.595 -0.017 -0.946
C 1.118 -1.255 2.329 -1.386
O 1.072 0.114 1.979 -0.161
C 2.328 0.619 1.549 -1.342
C 2.449 0.574 0.019 0.347
O 1.479 0.945 -0.650 -0.568
N 3.578 0.165 -0.555 0.327
C 3.643 0.102 -2.006 -1.123
C 4.798 -0.148 0.163 -0.964
H 2.977 -4.222 -0.303 0.359
H 1.531 -5.147 0.151 0.361
H 1.366 -3.687 -0.836 0.313
H 2.331 -4.993 2.298 0.325
H 3.175 -3.504 2.735 0.261
H 1.477 -3.758 3.220 0.395
H 0.153 -1.481 2.791 0.275
H 1.918 -1.425 3.059 0.612
H 2.344 1.671 1.856 0.462
H 3.141 0.094 2.056 0.598
H 2.634 0.062 -2.410 0.239
H 4.147 0.982 -2.411 0.349
H 4.180 -0.797 -2.296 0.456
H 4.664 -1.002 0.831 0.291
H 5.566 -0.404 -0.564 0.367
H 5.150 0.707 0.743 0.358
C -3.431 2.394 -1.081 -1.539
Si -1.503 2.433 -0.964 0.252
C -0.901 4.031 0.067 2.493
C -2.124 4.912 0.307 -1.974
C 0.143 4.836 -0.704 -1.771
C -0.279 3.635 1.405 -1.851
C -0.891 2.181 -2.864 2.231
C -1.162 0.706 -3.184 -1.828
C 0.583 2.503 -3.090 -1.657
C -1.723 3.082 -3.769 -1.956
H -3.813 3.361 -1.390 0.424
H -3.886 2.151 -0.128 0.371
H -3.776 1.658 -1.800 0.374
H -2.507 5.298 -0.634 0.384
H -1.846 5.761 0.931 0.490
H -2.911 4.365 0.813 0.334
H -0.241 5.199 -1.652 0.326
H 1.036 4.247 -0.888 0.225
H 0.426 5.702 -0.106 0.578
H -0.987 3.098 2.024 0.320
H 0.035 4.530 1.940 0.609
H 0.591 3.003 1.252 0.236
H -0.690 0.037 -2.446 0.268
H -0.755 0.450 -4.161 0.509
H -2.228 0.492 -3.205 0.267
H 1.205 2.028 -2.345 -0.005
H 0.761 3.574 -3.065 0.345
H 0.892 2.135 -4.068 0.544
H -2.787 2.893 -3.672 0.363
H -1.445 2.908 -4.810 0.513
H -1.536 4.130 -3.544 0.333
O -0.866 -3.299 -1.584 -0.584
C -1.368 -3.053 -0.498 -0.216
N -1.679 -1.783 -0.025 -0.232
C -2.236 -1.905 1.198 0.205
O -2.599 -0.801 1.877 -0.556
C -2.299 -3.237 1.631 0.290
C -2.736 -3.852 2.807 -0.473
C -2.602 -5.217 2.903 -0.622
C -2.056 -5.972 1.857 -0.570
C -1.636 -5.377 0.678 -0.458
C -1.745 -4.001 0.564 0.521
H -3.166 -3.260 3.599 0.568
H -2.921 -5.727 3.799 0.446
H -1.974 -7.042 1.974 0.448
H -1.228 -5.973 -0.123 0.609
N -2.520 1.486 1.843 -0.301
C -2.167 0.380 1.374 0.356
H -3.139 1.521 2.648 0.203
```

Calculated values
- orbital gap (spin up / spin down) (eV) = 6.49 / 6.42
- ΔE to the lowest compared entry with this formula, charge and spin (eV) = 3.9393
- total charge = +1